(1)
A cluster of 3 separate species, C20H47ClFN3O10P3 in total, computed with ωB97M-V/def2-TZVPD.

XYZ file:
```
85
Properties=species:S:1:pos:R:3
C 1.802 0.402 2.699
C 1.757 0.096 1.055
F 1.540 -1.350 0.748
C 0.781 1.120 0.229
C -0.818 0.788 0.307
C -1.720 1.289 1.580
N -3.082 0.758 1.092
P -4.476 1.019 2.170
O -4.850 -0.373 3.147
Cl -6.177 1.181 0.837
C -2.784 -0.665 0.648
N -3.664 -1.744 0.653
N -1.326 -0.626 0.142
C -1.104 -1.189 -1.247
C -0.895 -2.843 -1.120
O 0.259 -3.311 -1.923
H 1.991 1.538 2.915
H 0.895 -0.066 3.274
H 2.781 -0.166 3.075
H 2.868 0.328 0.687
H 0.965 2.203 0.696
H 1.063 1.232 -0.923
H -1.285 1.436 -0.579
H -1.376 1.023 2.667
H -1.882 2.461 1.504
H -4.631 -0.079 4.096
H -4.474 -1.800 -0.025
H -3.584 -2.562 1.322
H -1.953 -0.897 -2.000
H -0.060 -0.785 -1.633
H -1.877 -3.315 -1.547
H -0.742 -3.041 0.044
H 1.044 -2.749 -1.608
O 1.624 3.690 4.575
P 0.992 4.845 5.391
O 2.425 5.280 6.094
C 3.290 6.106 5.331
C 2.744 7.517 5.205
O 0.404 3.801 6.550
C 0.109 2.448 6.221
C 1.293 1.547 6.538
O 0.287 6.134 6.303
C 0.006 6.049 7.700
C 1.190 5.738 8.604
H 3.456 5.663 4.344
H 4.253 6.135 5.850
H 1.825 7.528 4.611
H 3.471 8.172 4.715
H 2.500 7.931 6.188
H -0.209 2.358 5.175
H -0.754 2.143 6.829
H 2.239 1.949 6.161
H 1.146 0.550 6.112
H 1.413 1.448 7.620
H -0.816 5.346 7.868
H -0.379 7.033 7.989
H 1.596 4.734 8.431
H 0.892 5.784 9.655
H 2.007 6.447 8.441
O 2.087 -3.875 -7.185
P 0.585 -3.563 -6.976
O 0.225 -5.092 -6.457
C 0.496 -5.388 -5.095
C -0.472 -4.676 -4.168
O 0.251 -3.723 -8.602
C 1.261 -3.477 -9.575
C 1.955 -4.773 -9.966
O -1.094 -3.214 -6.743
C -2.118 -3.636 -7.645
C -2.218 -5.134 -7.894
H 1.531 -5.124 -4.855
H 0.390 -6.470 -4.971
H -0.325 -3.593 -4.206
H -0.328 -5.001 -3.133
H -1.508 -4.873 -4.459
H 1.971 -2.720 -9.222
H 0.769 -3.047 -10.457
H 2.245 -5.373 -9.097
H 2.851 -4.568 -10.560
H 1.282 -5.398 -10.558
H -2.030 -3.083 -8.586
H -3.064 -3.312 -7.195
H -1.336 -5.532 -8.409
H -3.084 -5.361 -8.521
H -2.314 -5.683 -6.953
```

Results
Charge = +1
Max |F| = 9.7 eV Å⁻¹
Kohn-Sham gap = 5.96 eV
Multiplicity = 1
LUMO = -5.13 eV
ΔE to the lowest compared entry with this formula, charge and spin = 257.49 kcal per mole
HOMO = -11.1 eV

These are the Mulliken partial charges, in e, on atoms 1 to 5: atom 1 (C): -0.964, atom 2 (C): 0.312, atom 3 (F): -0.350, atom 4 (C): -0.844, atom 5 (C): -0.052

***

(2)
A structure of composition C12H11FNSbSe4Sn, computed with ωB97M-V/def2-TZVPD.

XYZ file:
```
31
Properties=species:S:1:pos:R:3
Sn 1.800 -0.745 -0.774
Se 1.497 -4.396 -3.606
Sb 3.180 -3.307 -2.369
Se 2.204 -2.972 0.126
Se 2.906 -0.646 -2.934
Se 5.476 -3.712 -2.098
N -0.318 -1.251 -1.579
C -1.373 -0.933 -0.650
C -1.954 0.325 -0.674
C -2.899 0.654 0.285
C -3.253 -0.264 1.264
C -2.664 -1.520 1.278
C -1.720 -1.862 0.319
H -0.242 -2.258 -1.731
H -0.447 -0.815 -2.489
H -1.661 1.047 -1.428
H -3.355 1.635 0.269
H -3.991 -0.003 2.011
H -2.940 -2.243 2.033
H -1.252 -2.839 0.327
F 0.437 4.429 2.335
C 0.747 3.303 1.673
C 1.428 3.403 0.477
C 1.738 2.234 -0.202
C 1.370 0.995 0.316
C 0.690 0.931 1.533
C 0.371 2.090 2.221
H 1.708 4.375 0.094
H 2.273 2.299 -1.143
H 0.399 -0.024 1.954
H -0.158 2.067 3.164
```

Results
Max |F| = 0.4 eV Å⁻¹
Kohn-Sham gap = 7.00 eV
Multiplicity = 1
LUMO = -1.05 eV
ΔE to the lowest compared entry with this formula, charge and spin = 0.00 kcal per mole
HOMO = -8.0 eV

These are the natural (NBO) partial charges, in e, on atoms 1 to 5: atom 1 (Sn): 1.345, atom 2 (Se): -0.612, atom 3 (Sb): 1.050, atom 4 (Se): -0.534, atom 5 (Se): -0.546

***

(3)
A cluster of 5 separate species, C13H20Cl2F2O12 in total, computed with ωB97M-V/def2-TZVPD.

XYZ file:
```
49
Properties=species:S:1:pos:R:3
C 0.768 -1.877 -0.168
O 1.179 -1.309 1.009
C 1.119 0.033 1.173
O 0.845 0.947 0.376
O 1.624 0.467 2.408
C 1.857 -0.425 3.522
H 1.011 -1.320 -1.072
H -0.309 -2.021 -0.079
H 1.125 -2.890 -0.354
H 0.993 -0.933 3.951
H 2.275 0.166 4.337
H 2.627 -1.157 3.280
C -2.404 0.698 -1.199
O -2.477 -0.559 -1.844
C -1.542 -1.014 -2.670
O -0.554 -0.414 -3.107
O -1.944 -2.261 -2.972
C -1.286 -2.998 -3.992
H -1.534 0.877 -0.567
H -3.269 0.966 -0.592
H -2.327 1.519 -1.913
H -2.003 -3.795 -4.188
H -0.303 -3.356 -3.686
H -1.171 -2.347 -4.859
C -1.748 2.230 2.419
C -1.124 3.527 2.979
O -1.685 3.560 4.327
C -2.706 2.749 4.412
O -3.241 2.476 5.497
O -2.918 2.217 3.223
F -1.550 4.577 2.234
H -1.098 1.370 2.575
H -2.080 2.232 1.380
H -0.039 3.518 3.081
C 2.560 0.237 -2.897
C 1.911 1.571 -3.171
O 2.710 2.097 -4.244
C 3.741 1.289 -4.520
O 4.660 1.514 -5.256
O 3.695 0.224 -3.698
F 2.184 2.426 -2.146
H 1.873 -0.549 -3.210
H 2.816 0.093 -1.847
H 0.839 1.563 -3.366
C -0.509 -3.205 3.199
Cl -0.760 -4.315 1.870
Cl -1.635 -1.762 3.014
H -0.749 -3.677 4.152
H 0.552 -2.958 3.200
```

Results
Charge = +1
Expectation value of S² = 0.76
Max |F| = 5.8 eV Å⁻¹
Kohn-Sham gap (spin up / spin down) = 7.74 / 1.77 eV
Multiplicity = 2
LUMO (spin up / spin down) = -4.77 / -10.73 eV
HOMO (spin up / spin down) = -12.5 / -12.5 eV

These are the natural (NBO) partial charges, in e, on atoms 1 to 5: atom 1 (C): -0.276, atom 2 (O): -0.504, atom 3 (C): 0.994, atom 4 (O): -0.623, atom 5 (O): -0.530

***

For the records above, the corresponding M values read 636.98, 744.54, 477.19 g mol⁻¹.
For the records above, the corresponding energy values read -3290.508542, -10678.846114, -2529.941107 hartree.